A molecular structure, C8H15NO8V in a non-equilibrium geometry. Source: the OMol25 dataset; level of theory: the ωB97M-V functional and the def2-TZVPD basis.

Each line ends with the natural charge from an NBO analysis.
Geometry (Å):
V: -0.3266 1.0629 -1.1164  1.495
C: -1.5133 3.1419 -0.7963  0.933
O: -2.1082 2.0996 -0.7646  -0.484
O: -0.9672 3.0778 -1.8460  -0.513
O: -0.6866 2.7621 0.0481  -0.532
C: 1.3207 0.3776 -2.8013  0.930
O: 0.2307 0.7728 -3.2518  -0.689
O: 1.6396 1.2533 -2.0058  -0.702
O: 0.8633 -0.5088 -1.9901  -0.726
C: -2.7560 -0.9158 -2.4563  -0.239
O: -1.8157 -0.6508 -1.4413  -0.539
C: -1.9643 -1.4614 -0.2461  -0.076
C: -1.4807 -0.7880 1.0072  -0.257
N: -0.1466 -0.1905 0.7927  -0.634
C: 0.4521 0.5260 1.9175  -0.245
C: 1.9750 0.4925 1.7124  -0.071
O: 2.5037 -0.8627 1.7864  -0.567
C: 3.9399 -0.9891 1.9023  -0.255
H: -3.7362 -0.6079 -2.0921  0.167
H: -2.8486 -1.9866 -2.6383  0.188
H: -2.5854 -0.2240 -3.2812  0.232
H: -1.5715 -2.4703 -0.3717  0.195
H: -3.0100 -1.7162 -0.0736  0.192
H: -1.4592 -1.5197 1.8148  0.206
H: -2.2580 -0.1472 1.4233  0.215
H: 0.3572 -1.0651 0.7537  0.415
H: 0.1097 0.1182 2.8686  0.193
H: 0.1340 1.5648 2.0057  0.230
H: 2.4115 1.1317 2.4799  0.180
H: 2.2023 0.8937 0.7248  0.209
H: 4.3293 -1.8973 1.4422  0.196
H: 4.1559 -1.0574 2.9685  0.170
H: 4.6093 -0.2162 1.5247  0.184

As for the expectation value of S²: 3.8333. Its frontier orbital gap (spin up / spin down) is 0.1942 / 0.2048 Eh. Its largest force on an atom is 17.1 eV/Å. The calculation puts the LUMO energy (spin up / spin down) at -0.0672 / -0.0601 Eh. The value obtained for the total energy is -52082.2072 eV. The spin multiplicity is 4.

A gas-phase ion, C8H15O3S (charge +1) in a non-equilibrium geometry. Source: the OMol25 dataset; level of theory: the ωB97M-V functional and the def2-TZVPD basis.

Each line ends with the natural charge from an NBO analysis.
Geometry (Å):
C: 0.7233 -2.2565 -0.0928  -0.644
C: 1.6418 -0.4841 -1.8964  -0.396
C: 1.0285 0.8834 -2.0638  -0.412
C: 0.4169 -1.3373 -1.2397  -0.252
C: 0.8155 1.3807 0.4689  -0.153
C: 0.0773 1.0757 -0.8017  -0.271
C: -0.6653 -0.3093 -0.6770  0.072
C: -2.5423 0.8900 2.8365  -0.291
O: 0.1004 1.2075 1.6501  -0.657
O: -1.1479 -0.5389 0.6149  -0.692
O: -1.4786 0.0131 3.0048  -0.639
S: -0.3452 -0.2766 1.9331  1.894
H: -0.2262 -2.3597 0.5216  0.205
H: 0.9875 -3.3525 -0.3216  0.260
H: 1.9118 -1.0708 -2.6761  0.231
H: 2.5952 -0.4696 -1.2406  0.200
H: 1.6057 1.7597 -2.1246  0.233
H: 0.5164 0.8752 -3.0229  0.237
H: 0.0869 -2.0071 -2.1566  0.244
H: 1.5297 -1.7868 0.5141  0.201
H: 1.7933 0.8728 0.3384  0.216
H: 1.2724 2.4631 0.4532  0.252
H: -0.7216 1.8511 -1.0684  0.237
H: -1.5256 -0.2858 -1.4208  0.248
H: -2.2807 1.9553 2.6076  0.219
H: -2.9662 0.8680 3.8469  0.242
H: -3.2027 0.4394 2.0132  0.216

Its total charge is +1. Its frontier orbital gap is 0.3921 Eh. Its largest force on an atom is 5.7 eV/Å. The calculation puts the LUMO energy at -0.1396 Eh. The value obtained for the total energy is -25506.5739 eV.

A molecular structure, C8H16BF2RhS4. Source: the OMol25 dataset; level of theory: the ωB97M-V functional and the def2-TZVPD basis.

Each line ends with the natural charge from an NBO analysis.
Geometry (Å):
Rh: 0.1896 -0.3008 -0.6681  -0.117
C: -2.4658 1.5002 -0.6539  -0.512
C: -1.3301 2.5386 -0.7260  -0.543
S: 0.1222 1.8083 -1.5947  0.465
C: 1.7003 2.4632 -0.9241  -0.541
C: 2.2951 1.6078 0.1870  -0.527
S: 2.5272 -0.1692 -0.3166  0.412
C: 2.2588 -0.9545 1.3496  -0.528
C: 1.6392 -2.3432 1.2617  -0.541
S: 0.0875 -2.3971 0.2825  0.464
C: -1.3931 -2.2369 1.3718  -0.541
C: -2.5022 -1.4552 0.6420  -0.512
S: -1.7186 0.1785 0.3717  0.420
H: -2.7686 1.1271 -1.6300  0.262
H: -3.3210 1.9258 -0.1306  0.280
H: -1.0548 2.9046 0.2630  0.252
H: -1.6581 3.3808 -1.3344  0.285
H: 1.5871 3.5004 -0.6087  0.280
H: 2.3405 2.4693 -1.8083  0.272
H: 1.6531 1.6070 1.0681  0.227
H: 3.2721 1.9943 0.4802  0.280
H: 1.6231 -0.2775 1.9208  0.227
H: 3.2295 -1.0056 1.8446  0.280
H: 1.4841 -2.7674 2.2537  0.280
H: 2.2846 -3.0351 0.7178  0.272
H: -1.1304 -1.7747 2.3232  0.253
H: -1.7414 -3.2520 1.5588  0.285
H: -3.3643 -1.3398 1.2976  0.280
H: -2.8016 -1.9147 -0.2976  0.263
F: -0.4766 -2.3704 -2.5613  -0.479
B: -0.2357 -1.0842 -2.4348  1.279
F: -0.3315 -0.3278 -3.5051  -0.478

Its total charge is +2. Its frontier orbital gap is 0.3188 Eh. Its largest force on an atom is 0.7 eV/Å. The calculation puts the LUMO energy at -0.3003 Eh. The value obtained for the total energy is -61004.4191 eV.

A molecular structure, C8H16Br2F6O9S2V in a non-equilibrium geometry. Source: the OMol25 dataset; level of theory: the ωB97M-V functional and the def2-TZVPD basis.

Each line ends with the natural charge from an NBO analysis.
Geometry (Å):
O: 3.0880 27.0670 6.4929  -0.537
V: 2.5635 28.2977 7.3456  1.363
Br: 5.1739 28.5318 8.5253  -0.681
Br: -0.0089 27.9697 6.6906  -0.625
C: 0.4404 32.0670 8.6334  0.727
F: 0.8502 32.5388 7.4260  -0.339
F: 0.3186 33.1161 9.4860  -0.345
F: -0.7664 31.5487 8.5101  -0.307
S: 1.5696 30.8153 9.5854  2.308
O: 0.6583 30.0837 10.4216  -0.924
O: 2.0823 29.9669 8.5032  -1.009
O: 2.6300 31.5149 10.3936  -0.937
C: 1.3477 24.9545 10.2827  0.723
F: 0.9817 24.5626 11.4703  -0.319
F: 2.3798 24.2387 9.8080  -0.321
F: 0.2711 24.9737 9.4997  -0.324
S: 1.8432 26.7768 10.4683  2.312
O: 2.1823 27.1404 9.0644  -0.978
O: 0.6362 27.4123 11.0377  -0.929
O: 3.0296 26.7221 11.3201  -0.961
C: 2.3425 24.5499 3.5825  -0.615
C: 1.2349 24.8867 4.5537  -0.068
O: 0.2762 23.9083 4.5680  -0.559
C: -0.5795 24.0703 5.7063  -0.060
C: -1.3900 22.7527 5.7973  -0.629
H: 3.1471 25.2753 3.4621  0.217
H: 2.8138 23.6104 3.8712  0.196
H: 1.9164 24.4641 2.5829  0.183
H: 1.7196 24.8522 5.5294  0.177
H: 0.8459 25.8866 4.3615  0.179
H: 0.0203 24.2578 6.5969  0.197
H: -1.3365 24.8177 5.4688  0.172
H: -2.0193 22.7375 6.6872  0.201
H: -0.6408 22.0103 6.0724  0.206
H: -2.0289 22.6195 4.9243  0.202
C: 3.7747 31.8757 5.7812  -0.634
C: 3.9318 30.4225 5.2508  -0.064
O: 2.7369 29.6822 5.5563  -0.707
H: 4.5202 32.3503 5.1432  0.185
H: 4.0675 31.8525 6.8309  0.246
H: 2.7637 32.2385 5.5964  0.208
H: 4.7845 29.9417 5.7302  0.225
H: 4.1492 30.5212 4.1873  0.147
H: 2.0356 29.9599 4.9624  0.501

Its total charge is -2. As for the expectation value of S²: 0.7837. Its frontier orbital gap (spin up / spin down) is 0.2697 / 0.2699 Eh. Its largest force on an atom is 4.0 eV/Å. The calculation puts the LUMO energy (spin up / spin down) at 0.1662 / 0.1660 Eh. The value obtained for the total energy is -230735.8526 eV. The spin multiplicity is 2.

2 unconnected molecules or ions with the total composition C8H16Br2N3O4P2 in a non-equilibrium geometry. Source: the OMol25 dataset; level of theory: the ωB97M-V functional and the def2-TZVPD basis.

Each line ends with the natural charge from an NBO analysis.
Geometry (Å):
C: 2.3988 1.0467 -0.2091  -0.975
P: 2.0550 -0.8003 0.1655  1.203
O: 2.9786 -1.6526 -0.9951  -0.948
N: 0.2730 -1.0191 -0.1473  -0.366
N: -0.4183 0.1139 -0.2509  -0.166
C: -1.8055 -0.0040 -0.4818  0.039
C: -2.5960 -1.3748 -0.6156  -0.394
P: -4.4513 -1.4353 -0.9315  2.215
O: -4.8972 -2.9076 -0.8646  -1.021
O: -5.2554 -0.6203 0.3561  -0.920
O: -4.9102 -0.7686 -2.4432  -0.907
C: -1.6878 -2.6511 -0.4595  -0.114
C: -0.1501 -2.3874 -0.1969  0.275
C: 0.7704 -3.6809 -0.0342  -0.287
N: -0.0135 -4.9344 0.0868  -0.842
H: 1.5854 1.7337 0.2245  0.290
H: 2.3572 1.1841 -1.3587  0.258
H: 3.3893 1.3979 0.2426  0.281
H: 3.6042 -2.2007 -0.4535  0.515
H: -2.4238 0.9597 -0.5506  0.260
H: -4.6632 -0.6222 1.1504  0.508
H: -4.1205 -0.4511 -2.9382  0.508
H: -2.1506 -3.6877 -0.5154  0.308
H: 1.4172 -3.7394 -0.9959  0.240
H: 1.5072 -3.5002 0.8247  0.255
H: -0.4715 -5.1906 -0.8081  0.375
H: 0.5578 -5.7326 0.3905  0.403
Br: 0.9317 5.2342 -0.4022  -0.024
C: 1.7369 5.9681 1.2151  -0.446
C: 2.7332 5.0071 1.8135  -0.443
Br: 1.8354 3.5533 2.7522  -0.027
H: 0.9205 6.2210 1.8908  0.239
H: 2.2338 6.8855 0.8933  0.240
H: 3.3386 5.5050 2.5729  0.240
H: 3.3904 4.5507 1.0734  0.229

Its total charge is +1. Its frontier orbital gap is 0.2508 Eh. Its largest force on an atom is 5.5 eV/Å. The calculation puts the LUMO energy at -0.2070 Eh. The value obtained for the total energy is -179869.2588 eV.

4 unconnected molecules or ions with the total composition C8H16Br8 in a non-equilibrium geometry. Source: the OMol25 dataset; level of theory: the ωB97M-V functional and the def2-TZVPD basis.

Each line ends with the natural charge from an NBO analysis.
Geometry (Å):
Br: 1.9028 0.4788 1.1219  -0.037
C: 1.0898 -1.0118 0.0872  -0.422
C: -0.2825 -1.2411 0.6588  -0.437
Br: -1.2052 -2.5641 -0.4815  -0.024
H: 1.7654 -1.8592 0.0300  0.234
H: 1.0258 -0.6573 -0.9419  0.219
H: -0.9074 -0.3586 0.6710  0.245
H: -0.2118 -1.7235 1.6282  0.226
Br: -3.6950 -5.3804 0.9599  -0.014
C: -1.8566 -6.0424 0.8827  -0.451
C: -1.7851 -7.2329 -0.0567  -0.454
Br: -2.0597 -6.6936 -1.9035  0.002
H: -1.5084 -6.2187 1.8965  0.230
H: -1.2346 -5.2474 0.4825  0.231
H: -2.5002 -8.0027 0.2180  0.227
H: -0.7901 -7.6733 0.0039  0.226
Br: -1.3689 2.4985 -0.1920  -0.012
C: 0.0148 2.3927 -1.5828  -0.450
C: -0.1898 3.5335 -2.5729  -0.447
Br: -1.8178 3.1258 -3.6133  -0.019
H: 0.0834 1.4097 -2.0402  0.224
H: 0.9715 2.5264 -1.0773  0.226
H: 0.6340 3.7346 -3.2522  0.235
H: -0.2901 4.4454 -1.9907  0.233
Br: 2.2194 5.3121 -0.8261  -0.005
C: 2.2979 4.4128 0.8896  -0.456
C: 1.2496 4.9614 1.8396  -0.451
Br: 1.5022 4.2471 3.6439  -0.002
H: 3.2488 4.6657 1.3556  0.229
H: 2.2252 3.3421 0.7453  0.231
H: 0.2254 4.7716 1.5105  0.232
H: 1.2470 6.0489 1.9060  0.228

The SMILES is BrCCBr.BrCCBr.BrCCBr.BrCCBr. Its frontier orbital gap is 0.3817 Eh. Its largest force on an atom is 1.3 eV/Å. The calculation puts the LUMO energy at 0.0131 Eh. The value obtained for the total energy is -568895.7351 eV.